Computed, not measured: C67H158BN10O29Pb as an isolated structure in a non-equilibrium geometry, with ωB97M-V/def2-TZVPD.

multiplicity = 2
net charge = +2
DFT total energy = -152219.0688 eV

Last column: Mulliken spin population.
Geometry (Å):
Pb -2.37 -5.24 -3.34  0.00
O 1.88 2.23 -1.24  0.00
C 1.25 1.33 -0.72  0.00
O 1.29 -0.01 -1.01  0.00
B 0.20 -0.69 -0.23  0.00
O -0.43 0.35 0.55  0.00
C 0.18 1.54 0.34  0.00
O -0.12 2.63 0.84  0.00
O 0.76 -1.72 0.65  0.00
C 0.37 -2.88 0.20  0.00
O 0.69 -4.02 0.59  0.00
C -0.55 -2.64 -1.06  0.00
O -0.68 -1.36 -1.20  0.00
O -1.20 -3.51 -1.66  0.00
C 1.30 5.95 -1.48  0.00
C 1.05 6.71 -2.76  0.00
C 0.97 8.20 -2.61  0.00
O 2.06 6.42 -3.66  0.00
H 0.58 6.09 -0.68  0.00
H 2.28 6.17 -1.06  0.00
H 1.32 4.88 -1.68  0.00
H 0.12 6.47 -3.28  0.00
H 0.04 8.49 -2.11  0.00
H 1.00 8.65 -3.60  0.00
H 1.77 8.62 -1.99  0.00
H 2.88 6.87 -3.42  0.00
C 0.51 -6.64 -1.80  0.00
O -0.96 -6.60 -1.78  0.00
C -1.67 -7.38 -0.82  0.00
C -3.15 -7.18 -1.03  0.00
N -3.50 -5.74 -1.03  0.00
C -4.88 -5.48 -1.40  0.00
C -5.06 -3.99 -1.70  0.00
O -4.19 -3.47 -2.70  0.00
C -4.11 -1.99 -2.61  0.00
H 0.99 -5.96 -2.50  0.00
H 0.90 -7.62 -2.07  0.00
H 0.88 -6.25 -0.85  0.00
H -1.34 -6.98 0.14  0.00
H -1.47 -8.44 -0.89  0.00
H -3.72 -7.80 -0.33  0.00
H -3.42 -7.54 -2.02  0.00
H -3.24 -5.24 -0.20  0.00
H -5.55 -5.72 -0.58  0.00
H -5.31 -6.11 -2.18  0.00
H -5.05 -3.45 -0.76  0.00
H -6.09 -3.77 -1.99  0.00
H -3.62 -1.60 -1.72  0.00
H -5.04 -1.48 -2.83  0.00
H -3.47 -1.67 -3.44  0.00
C 2.39 3.44 -5.61  0.00
O 1.88 2.16 -5.87  0.00
C 1.87 1.38 -4.66  0.00
C 1.27 -0.03 -4.89  0.00
N -0.12 0.10 -5.30  0.00
C -1.04 0.48 -4.23  0.00
C -2.41 0.67 -4.91  0.00
O -2.56 1.88 -5.76  0.00
C -2.65 3.10 -5.03  0.00
H 1.74 4.07 -5.00  0.00
H 2.63 3.99 -6.52  0.00
H 3.33 3.29 -5.08  0.00
H 1.46 1.82 -3.75  0.00
H 2.91 1.14 -4.44  0.00
H 1.38 -0.64 -4.00  0.00
H 1.78 -0.53 -5.71  0.00
H -0.13 0.81 -6.02  0.00
H -0.81 1.38 -3.66  0.00
H -1.10 -0.39 -3.59  0.00
H -3.22 0.61 -4.19  0.00
H -2.64 -0.21 -5.52  0.00
H -3.52 3.00 -4.38  0.00
H -2.76 3.97 -5.67  0.00
H -1.73 3.26 -4.49  0.00
C -1.84 4.35 -1.32  0.00
O -2.33 5.67 -1.32  0.00
C -3.72 5.61 -1.20  0.00
C -4.37 6.99 -1.55  0.00
N -4.04 7.40 -2.87  0.00
C -4.71 6.76 -3.98  0.00
C -4.12 7.12 -5.34  0.00
O -2.90 6.30 -5.59  0.00
C -2.35 6.35 -6.90  0.00
H -2.28 3.64 -2.02  0.00
H -2.04 3.91 -0.35  0.00
H -0.77 4.39 -1.53  0.00
H -3.92 5.32 -0.16  0.00
H -4.17 4.83 -1.83  0.00
H -4.12 7.75 -0.82  0.00
H -5.44 6.79 -1.52  0.00
H -3.07 7.16 -3.05  0.00
H -5.75 7.05 -3.87  0.00
H -4.66 5.68 -3.82  0.00
H -3.78 8.15 -5.36  0.00
H -4.89 6.99 -6.09  0.00
H -3.04 5.81 -7.56  0.00
H -1.34 5.93 -6.95  0.00
H -2.30 7.36 -7.30  0.00
C -3.80 -4.00 6.39  0.00
O -4.35 -3.27 5.28  0.00
C -4.92 -1.98 5.77  0.00
C -5.59 -1.09 4.72  0.00
N -4.65 -0.32 3.96  0.00
C -5.11 1.05 3.57  0.00
C -4.25 1.62 2.42  0.00
O -4.50 0.83 1.23  0.00
C -3.93 1.53 0.12  0.00
H -4.48 -4.32 7.18  0.00
H -3.06 -3.33 6.82  0.00
H -3.26 -4.83 5.94  0.00
H -4.22 -1.37 6.34  0.00
H -5.69 -2.23 6.50  0.00
H -6.16 -0.47 5.42  0.00
H -6.27 -1.59 4.03  0.00
H -4.39 -0.71 3.07  0.00
H -5.17 1.79 4.37  0.00
H -6.14 0.97 3.23  0.00
H -3.17 1.52 2.52  0.00
H -4.56 2.65 2.24  0.00
H -4.23 0.97 -0.77  0.00
H -2.85 1.65 0.17  0.00
H -4.39 2.52 0.07  0.00
C 3.32 -0.37 1.59  0.00
O 4.31 0.35 2.30  0.00
C 4.18 1.79 2.30  0.00
C 2.92 2.30 3.00  0.00
N 2.76 1.81 4.41  0.00
C 1.60 2.38 5.16  0.00
C 0.30 1.72 4.72  0.00
O 0.40 0.29 4.72  0.00
C -0.70 -0.44 4.21  0.00
H 2.32 0.05 1.74  0.00
H 3.27 -1.44 1.79  0.00
H 3.47 -0.25 0.51  0.00
H 4.32 2.17 1.29  0.00
H 4.99 2.21 2.89  0.00
H 2.05 2.05 2.39  0.00
H 2.91 3.39 2.98  0.00
H 2.54 0.83 4.34  0.00
H 1.52 3.45 4.93  0.00
H 1.86 2.30 6.21  0.00
H 0.07 2.04 3.70  0.00
H -0.53 2.02 5.37  0.00
H -0.97 -0.22 3.18  0.00
H -1.59 -0.12 4.76  0.00
H -0.50 -1.51 4.29  0.00
C 8.45 -7.54 8.93  0.00
O 7.81 -7.43 7.73  0.00
C 6.47 -8.01 7.68  0.05
C 5.91 -7.98 6.21  0.01
N 5.60 -6.58 5.91  0.69
C 4.50 -6.43 4.92  0.01
C 4.83 -7.06 3.49  0.11
O 3.68 -7.10 2.61  0.10
C 3.36 -5.82 2.07  0.00
H 8.50 -8.60 9.22  0.00
H 7.99 -6.97 9.73  0.00
H 9.49 -7.23 8.81  0.00
H 5.83 -7.52 8.41  0.00
H 6.56 -9.04 8.04  0.00
H 5.04 -8.61 6.08  0.00
H 6.67 -8.35 5.52  0.04
H 6.45 -6.18 5.54  -0.01
H 4.26 -5.38 4.76  0.01
H 3.59 -6.86 5.35  0.00
H 5.28 -8.04 3.60  0.00
H 5.60 -6.50 2.97  0.00
H 3.34 -5.05 2.85  0.00
H 2.42 -5.88 1.53  0.00
H 4.09 -5.66 1.28  0.00
C 2.25 -3.07 5.01  0.00
O 1.70 -4.39 4.80  0.00
C 0.44 -4.41 4.09  0.00
C -0.03 -5.86 3.82  0.00
N -1.13 -5.91 2.89  0.00
C -2.44 -5.48 3.48  0.00
C -3.41 -5.28 2.34  0.00
O -3.09 -4.31 1.36  0.00
C -3.11 -2.95 1.76  0.00
H 2.67 -2.78 4.04  0.00
H 3.09 -3.16 5.69  0.00
H 1.50 -2.40 5.44  0.00
H 0.61 -3.86 3.16  0.00
H -0.34 -3.91 4.65  0.00
H -0.27 -6.33 4.78  0.00
H 0.81 -6.43 3.45  0.00
H -0.92 -5.34 2.08  0.00
H -2.28 -4.62 4.12  0.00
H -2.70 -6.25 4.21  0.00
H -4.37 -5.12 2.84  0.00
H -3.59 -6.23 1.84  0.00
H -2.45 -2.80 2.62  0.00
H -4.12 -2.72 2.09  0.00
H -2.90 -2.29 0.91  0.00
C 6.11 -0.75 -1.52  0.00
O 5.32 0.35 -1.95  0.00
C 6.03 1.41 -2.55  0.00
C 5.19 2.71 -2.35  0.00
N 5.84 3.94 -2.83  0.00
C 4.85 5.00 -2.84  0.00
C 5.40 6.42 -3.20  0.00
O 4.38 7.34 -2.88  0.00
C 4.78 8.61 -3.13  0.00
H 5.59 -1.53 -0.97  0.00
H 6.90 -0.29 -0.92  0.00
H 6.63 -1.18 -2.37  0.00
H 5.97 1.20 -3.62  0.00
H 7.08 1.54 -2.29  0.00
H 4.97 2.78 -1.29  0.00
H 4.26 2.52 -2.88  0.00
H 6.64 4.19 -2.27  0.00
H 4.39 5.09 -1.86  0.00
H 4.12 4.80 -3.63  0.00
H 5.69 6.48 -4.25  0.00
H 6.29 6.67 -2.62  0.00
H 3.91 9.26 -3.14  0.00
H 5.16 8.75 -4.14  0.00
H 5.54 9.07 -2.48  0.00
C 1.07 10.19 3.04  0.00
O 0.68 8.91 3.61  0.00
C 1.55 7.83 3.26  0.00
C 1.38 6.63 4.20  0.00
N 0.04 5.97 4.07  0.00
C -0.24 5.24 2.81  0.00
C -1.71 4.81 2.78  0.00
O -2.63 5.94 2.88  0.00
C -4.05 5.63 3.05  0.00
H 0.97 10.25 1.96  0.00
H 2.12 10.43 3.25  0.00
H 0.58 11.04 3.52  0.00
H 2.60 8.09 3.29  0.00
H 1.42 7.58 2.20  0.00
H 1.59 6.83 5.25  0.00
H 2.12 5.95 3.78  0.00
H -0.71 6.64 3.97  0.00
H 0.43 4.39 2.69  0.00
H -0.20 5.83 1.89  0.00
H -2.04 4.33 3.70  0.00
H -2.03 4.08 2.04  0.00
H -4.55 6.60 3.06  0.00
H -4.29 5.06 3.96  0.00
H -4.31 4.93 2.25  0.00
C -4.10 -3.65 -5.99  0.00
O -2.84 -3.64 -5.33  0.00
C -1.75 -3.04 -6.07  0.00
C -0.53 -3.07 -5.17  0.00
N -0.17 -4.43 -4.73  0.00
C 0.08 -5.33 -5.86  0.00
C 0.16 -6.75 -5.30  0.00
O -1.05 -7.18 -4.66  0.00
C -1.00 -8.58 -4.24  0.00
H -4.89 -3.99 -5.31  0.00
H -4.09 -4.50 -6.67  0.00
H -4.37 -2.75 -6.53  0.00
H -1.63 -3.63 -6.98  0.00
H -1.95 -2.02 -6.40  0.00
H 0.28 -2.51 -5.62  0.00
H -0.83 -2.47 -4.31  0.00
H 0.73 -4.40 -4.28  0.00
H -0.76 -5.41 -6.55  0.00
H 1.01 -5.08 -6.37  0.00
H 0.36 -7.54 -6.02  0.00
H 1.00 -6.86 -4.61  0.00
H -0.79 -9.30 -5.04  0.00
H -1.91 -8.86 -3.72  0.00
H -0.15 -8.77 -3.59  0.00